2 unconnected molecules or ions with the total composition C8H10S2 in a non-equilibrium geometry, computed with ωB97M-V/def2-TZVPD.

## Properties
HOMO (spin up / spin down) in eV: -6.23 / -9.69
Electronic energy in hartree: -1106.96478
Multiplicity: 3
Energy relative to the best compared isomer or geometry (same formula, charge and spin) in kcal/mol: 72.0
Kohn-Sham gap (spin up / spin down) in Ha: 0.247 / 0.276

Geometry (Å):
C  -0.2701  1.9833  0.4559
C  -0.4464  -1.7345  -0.5787
C  0.0309  -0.6170  -0.0027
H  -1.7913  4.0989  -0.2926
H  -0.7915  -1.6360  -2.5874
C  -1.9800  3.2427  -0.9080
H  -2.8040  3.2378  -1.6914
C  -1.3434  2.1085  -0.5728
H  -1.4769  1.0889  -1.0087
S  0.0919  4.6119  1.5840
H  0.8447  -2.0437  -2.1656
H  0.1830  -1.8248  5.3124
H  1.1566  0.4082  1.4427
C  -0.0557  3.1495  1.0571
C  -0.1687  -2.1697  -1.9509
C  0.3299  0.5561  0.6180
H  0.6662  -1.3603  3.4213
S  1.1894  -1.1460  4.6715
H  -1.1973  -2.2767  -0.0873
H  -0.4401  -3.1883  -1.9378

Mulliken atomic charges, in units of e: 1.135 -0.145 -0.102 0.188 0.281 -0.666 0.240 -0.095 0.155 -0.394 0.373 0.152 0.271 -0.381 -0.982 -0.555 0.129 -0.281 0.365 0.315

---

A molecular structure, C8H11BF2O3 in a non-equilibrium geometry, computed with ωB97M-V/def2-TZVPD.

## Properties
HOMO in eV: -8.46
Electronic energy in hartree: -761.60583
Multiplicity: 1
Energy relative to the best compared isomer or geometry (same formula, charge and spin) in kcal/mol: 22.0
Kohn-Sham gap in Ha: 0.332

Geometry (Å):
C  -2.1605  -0.3493  -1.2973
H  2.2404  -2.0635  -0.0501
H  -1.8382  -0.6137  -2.2090
O  1.6381  2.3992  -0.6802
C  2.9556  -1.0895  -0.0806
H  1.3567  0.9705  2.1815
F  3.3558  -0.9517  1.2121
H  -3.1441  -0.0633  -1.1463
C  -0.1878  1.9044  1.2609
H  0.5934  -1.1549  -1.1643
C  -1.5568  -1.2373  -0.2008
O  0.4035  -0.3970  0.9771
B  -1.1044  0.6702  -0.6893
C  2.2959  0.1297  -0.7063
C  -0.1052  -0.5986  -0.3745
F  2.7762  0.2558  -1.9446
H  1.1796  3.0659  -0.2476
O  -1.1355  1.7251  0.1425
H  -1.4932  -2.2737  -0.4093
H  -0.8380  1.5603  2.2131
H  0.1450  2.8952  1.2290
H  3.7844  -1.3754  -0.6294
H  -2.0831  -1.0707  0.7043
C  0.9510  0.8747  1.1571
C  1.8066  1.2194  -0.0580

Mulliken atomic charges, in units of e: -0.829 0.148 0.335 -0.515 -0.441 0.363 -0.304 0.392 -0.930 0.235 -0.711 -0.477 0.599 0.574 -0.126 -0.365 0.337 -0.650 0.399 0.310 0.476 0.496 0.282 0.188 0.214

---

A gas-phase ion, C8H11BNO4 (charge -1) in a non-equilibrium geometry, computed with ωB97M-V/def2-TZVPD.

## Properties
HOMO (spin up / spin down) in eV: -4.02 / -4.03
Electronic energy in hartree: -692.02430
Charge: -1
Multiplicity: 1
Kohn-Sham gap (spin up / spin down) in Ha: 0.198 / 0.198

Geometry (Å):
C  -2.5974  -0.4539  -0.1102
B  -0.6023  1.2222  0.2695
H  -2.9614  0.9896  -1.6236
C  -1.2133  -0.1323  0.1321
C  2.9550  1.0326  -0.3713
H  1.9808  0.4136  1.6078
H  3.3876  1.8947  0.0328
O  -1.2966  2.3666  0.3411
N  -3.1159  -1.5849  0.3418
H  -2.5175  -1.9582  0.9643
H  -0.5079  -2.2494  0.2522
H  1.8407  -1.7058  0.3297
O  3.8729  -0.9299  0.7007
O  5.1105  0.0180  -0.8888
C  1.2322  -0.8060  0.0586
H  2.5222  1.0575  -1.3478
H  -0.7315  3.1992  0.5217
H  -4.4006  0.0380  -1.1478
C  -0.2017  -1.1626  0.5449
C  -3.3663  0.3047  -0.9605
H  -0.1509  -1.2312  1.6300
O  0.7916  1.4911  0.6238
C  4.1343  -0.1094  -0.1519
H  1.0730  -0.5957  -0.9775
C  1.7396  0.5257  0.5941

Mulliken atomic charges, in units of e: 0.598 0.587 0.343 0.542 -0.988 0.442 0.366 -0.606 -0.867 0.269 0.337 0.389 -0.672 -0.742 -0.834 0.324 0.319 0.332 -0.911 -0.979 0.386 -0.607 0.560 0.269 0.145

---

C8H11Cl2N in the gas phase in a non-equilibrium geometry, computed with ωB97M-V/def2-TZVPD.

## Properties
HOMO (spin up / spin down) in eV: -7.44 / -8.73
Electronic energy in hartree: -1286.40896
Multiplicity: 1
Energy relative to the best compared isomer or geometry (same formula, charge and spin) in kcal/mol: 103.8
Kohn-Sham gap (spin up / spin down) in Ha: 0.237 / 0.309

Geometry (Å):
H  -1.3509  -0.1145  2.2507
H  0.9683  -2.7559  -0.7062
H  1.9761  -1.1971  -0.6514
C  0.7592  1.1918  0.2490
H  1.1000  -1.7451  0.6705
C  -0.7788  -0.1413  1.4266
C  0.1434  0.6685  -0.9909
C  1.0119  -1.6578  -0.3587
Cl  -4.2333  -0.6869  0.2288
H  -1.4994  -1.9438  0.4765
Cl  -2.7438  1.5787  -0.4294
C  -2.6702  -0.2638  -0.3842
H  -0.8331  0.9926  -1.1502
C  -1.3442  -0.8212  0.2213
H  -0.5628  -1.1763  -1.7496
H  2.4580  1.4657  1.4667
H  2.0689  2.8443  0.4510
N  0.1948  0.6906  1.3266
H  0.6867  0.7958  -1.9104
C  -0.1671  -0.8133  -0.7687
H  2.7313  1.3450  -0.2091
C  2.0850  1.7440  0.5408

Mulliken atomic charges, in units of e: 0.628 0.339 0.296 0.861 0.432 -0.653 -0.982 -1.525 -0.132 0.420 -0.196 -0.093 0.135 0.018 0.522 0.415 0.273 -0.457 0.432 0.205 0.361 -1.298